# 1
A cluster of 8 separate species, C18H28F2N6O12 in total. Source: OMol25; level of theory: ωB97M-V/def2-TZVPD.

Last column: natural (NBO) charge in e.
CARTESIAN COORDINATES (ANGSTROEM)
F -2.75 1.75 1.19  -0.349
F 2.79 -3.62 -5.01  -0.321
O 1.26 0.38 1.24  -0.407
O 0.03 2.60 5.05  -0.400
O -2.16 1.67 -2.86  -0.406
O -3.53 -2.76 -3.00  -0.364
O 0.62 5.07 0.36  -0.397
O 1.91 -1.90 2.91  -0.353
O -4.17 2.42 -2.92  -0.376
O 2.12 0.34 -0.77  -0.381
O 1.54 3.95 -1.21  -0.378
O 1.16 3.06 3.22  -0.386
O -2.37 -1.45 -1.82  -0.425
O 3.74 -0.95 3.46  -0.423
N 1.57 4.50 -0.16  0.547
N 1.26 0.62 0.04  0.552
N -3.02 2.45 -2.49  0.538
N 0.90 2.38 4.17  0.543
N 3.00 -1.51 2.62  0.534
N -2.73 -1.86 -2.91  0.544
C -2.95 -0.62 1.18  -0.303
C 2.10 -3.58 -3.85  0.407
C -2.58 0.53 1.82  0.392
C -2.11 0.47 3.15  -0.288
C 1.65 -2.32 -3.45  -0.299
C 1.74 -4.67 -3.13  -0.301
C 0.89 -2.17 -2.31  -0.199
C -2.66 3.61 -1.59  -0.458
C 3.46 -1.60 1.17  -0.488
C 1.54 1.04 4.25  -0.499
C 2.84 4.39 0.64  -0.484
C 0.99 -4.53 -2.03  -0.193
C -2.79 -1.83 1.77  -0.185
C -2.19 -1.17 -4.16  -0.500
C -2.36 -1.92 3.08  -0.216
C 0.03 1.22 -0.50  -0.504
C -1.96 -0.74 3.77  -0.199
C 0.48 -3.31 -1.59  -0.229
H -0.16 -3.20 -0.70  0.235
H -1.09 -1.38 -4.12  0.239
H -0.29 2.04 0.20  0.245
H 2.64 1.08 4.24  0.251
H 0.20 1.49 -1.48  0.239
H -3.20 -2.78 1.36  0.225
H -2.33 -2.81 3.66  0.213
H 3.45 3.70 0.16  0.221
H -3.41 -0.67 0.24  0.244
H 3.71 -0.57 0.85  0.253
H -2.65 -1.62 -5.04  0.231
H 3.24 5.37 0.73  0.231
H 0.76 -5.46 -1.46  0.219
H 1.15 0.47 3.41  0.259
H 1.06 0.62 5.11  0.229
H 2.60 -1.97 0.56  0.240
H 0.58 -1.18 -2.02  0.215
H 4.35 -2.29 1.10  0.235
H -1.80 3.27 -1.10  0.226
H -3.43 3.73 -0.84  0.245
H -2.60 4.35 -2.39  0.244
H -1.88 1.40 3.66  0.239
H -1.56 -0.87 4.85  0.227
H 2.05 -5.69 -3.39  0.234
H 2.45 4.08 1.63  0.261
H 1.99 -1.43 -3.98  0.230
H -0.69 0.44 -0.59  0.259
H -2.44 -0.11 -3.98  0.267

Output
* E_HOMO: -9.33 eV
* Kohn-Sham gap: 9.1170 eV
* SMILES string: C[N+](=O)[O-].C[N+](=O)[O-].C[N+](=O)[O-].C[N+](=O)[O-].C[N+](=O)[O-].C[N+](=O)[O-].Fc1ccccc1.Fc1ccccc1

# 2
A structure of composition C18H28F6KNO7S2. Source: OMol25; level of theory: ωB97M-V/def2-TZVPD.

Last column: natural (NBO) charge in e.
CARTESIAN COORDINATES (ANGSTROEM)
K -0.48 0.36 -0.45  0.886
S -1.66 2.70 -2.66  2.261
S -3.27 1.41 -1.07  2.234
F -5.33 0.07 -2.00  -0.306
F -5.81 2.08 -1.34  -0.300
F -1.14 0.68 -4.27  -0.310
F -5.38 0.53 0.12  -0.309
F -1.96 2.42 -5.27  -0.303
F 0.10 2.43 -4.58  -0.318
O -0.69 2.14 -1.74  -1.030
O 1.90 0.75 -0.32  -0.582
O 0.74 -0.77 -2.39  -0.559
O 0.30 1.65 1.64  -0.567
O -2.63 0.12 -0.89  -0.989
O -1.64 4.11 -2.85  -0.897
O -3.08 2.34 0.01  -0.943
N -3.07 2.04 -2.50  -1.194
C -1.14 2.01 -4.30  0.725
C 1.27 -2.63 1.45  -0.022
C -0.42 -3.71 0.10  -0.218
C -1.44 -3.04 0.77  -0.037
C 2.69 0.31 -1.41  -0.086
C -2.88 -3.26 0.41  -0.629
C 0.91 -3.51 0.44  -0.206
C 2.73 -2.47 1.82  -0.223
C 2.25 1.97 0.30  -0.073
C 3.12 -3.54 2.85  -0.596
C 0.26 -1.97 2.13  -0.235
C 1.79 0.15 -2.63  -0.097
C 3.07 -1.07 2.34  -0.621
C 1.00 2.61 0.87  -0.103
C -5.07 1.01 -1.09  0.743
C 1.10 -2.11 -2.67  -0.246
C -0.79 2.23 2.35  -0.261
C -1.07 -2.17 1.79  -0.178
H 4.18 -3.45 3.12  0.207
H 4.15 -0.91 2.31  0.210
H 0.50 -1.30 2.94  0.218
H 2.94 -4.54 2.46  0.210
H 3.49 1.02 -1.64  0.187
H 3.32 -2.65 0.91  0.194
H 1.32 1.11 -2.84  0.212
H 0.36 2.97 0.06  0.205
H -3.53 -2.58 0.95  0.220
H -1.85 -1.65 2.35  0.206
H -0.68 -4.40 -0.70  0.210
H 2.74 -0.94 3.37  0.203
H -1.33 1.41 2.82  0.193
H 1.35 -2.22 -3.73  0.173
H 1.29 3.47 1.49  0.182
H 2.58 -0.31 1.73  0.229
H -0.43 2.92 3.12  0.170
H 0.25 -2.73 -2.43  0.203
H 2.70 2.67 -0.41  0.186
H 1.96 -2.44 -2.07  0.167
H -1.46 2.76 1.67  0.206
H -3.04 -3.11 -0.66  0.225
H -3.17 -4.29 0.65  0.219
H 1.68 -4.06 -0.10  0.206
H 2.37 -0.15 -3.50  0.182
H 2.52 -3.42 3.76  0.206
H 2.96 1.78 1.11  0.179
H 3.14 -0.65 -1.15  0.182

Output
* E_HOMO: -9.07 eV
* Kohn-Sham gap: 9.1673 eV

Max |F| per entry: 3.77 3.56 eV/Å
Total energy per entry: -2133.2172 -3279.6070 Eh
Energy above the lowest of the compared OMol25 structures with the same formula, charge and spin per entry: 0.0 157.9 kJ/mol